# 1
Below is one molecule with the formula C6H7ClNO2PS2 at a distorted geometry, with properties calculated with ωB97M-V/def2-TZVPD.

```
20
Properties=species:S:1:pos:R:3:forces:R:3:nbo_charge:R:1
O 1.78819 0.67858 1.30909 -0.2 1.1 -0.6 -0.95
P 0.95070 1.93755 0.76036 1.4 0.9 -0.3 1.91
O 2.09218 2.69247 -0.13327 -0.7 0.1 1.2 -0.96
S -0.01584 3.03722 2.10421 1.0 -1.3 -1.5 -0.54
N 0.28665 1.12163 -0.54842 -1.3 2.8 -1.3 -0.91
S -0.59187 2.10073 -1.71010 1.2 -0.5 1.1 0.45
Cl -2.22718 2.54269 -0.62531 -0.6 0.1 -0.1 -0.15
C -0.17496 -0.14930 -0.40736 -1.1 -2.6 1.2 0.13
C -0.49892 -0.64973 0.87007 0.0 -2.0 -3.4 -0.23
C -0.72359 -2.02875 0.97009 -1.3 0.7 3.3 -0.18
C -0.75620 -2.82073 -0.13669 0.8 -1.6 -2.2 -0.24
C -0.53495 -2.31965 -1.44562 0.0 2.8 1.9 -0.19
C -0.26071 -0.94864 -1.52709 -0.2 -1.8 1.5 -0.22
H 1.85786 0.87991 2.22975 0.5 -0.3 1.5 0.51
H 1.68973 3.50628 -0.44973 0.2 0.5 -0.2 0.50
H -0.52741 0.04026 1.62211 -0.3 1.1 2.3 0.21
H -1.04049 -2.46573 2.03643 1.0 0.9 -2.6 0.22
H -0.75648 -3.89061 -0.00606 -0.6 -0.2 0.1 0.22
H -0.53641 -2.67101 -2.44551 -0.2 -1.9 -0.2 0.23
H -0.02030 -0.59319 -2.46694 0.4 1.1 -1.7 0.21
```
Forces are in eV/Å.

Values from the calculation:
orbital gap: 8.803 eV
E_LUMO: -0.015 eV
spin multiplicity: 1
total energy: -2036.03697 hartree
charge: 0

***

# 2
Below is one molecule with the formula C6H7ClS at a distorted geometry, with properties calculated with ωB97M-V/def2-TZVPD.

```
15
Properties=species:S:1:pos:R:3:forces:R:3:nbo_charge:R:1
C -1.97260 1.24348 -0.13889 4.8 -4.6 -1.5 -0.33
C -1.82063 -0.18695 0.07487 0.8 6.4 -0.9 -0.25
C -0.60969 -1.00358 -0.22440 -3.5 1.6 1.4 -0.01
Cl -1.07696 -2.60512 0.01866 0.5 -1.8 -0.5 0.07
C 0.59439 -0.47960 -0.31120 3.4 -0.4 2.1 -0.15
C 1.00611 0.89837 0.16660 1.5 1.9 -2.4 -0.66
C 1.77056 -1.37359 -0.17315 3.2 -1.0 -0.6 -0.23
S 3.39341 -0.80521 0.01510 -2.7 -1.6 -0.4 -0.03
H -2.92425 1.59971 0.02908 -1.7 1.3 0.6 0.20
H -1.08112 1.87178 -0.61534 -2.7 -1.3 0.8 0.21
H -2.58872 -0.47110 0.74659 -0.7 -1.5 0.0 0.22
H 0.30351 1.47681 0.76057 -0.1 -0.5 0.2 0.23
H 2.04807 0.78348 0.64016 -2.0 0.5 -0.5 0.26
H 1.20690 1.58489 -0.77261 -0.2 -1.2 1.7 0.22
H 1.75102 -2.53337 -0.21602 -0.6 2.2 -0.1 0.24
```
Forces are in eV/Å.

Values from the calculation:
orbital gap: 7.183 eV
E_LUMO: -1.389 eV
ΔE to the lowest compared entry with this formula, charge and spin: 308.3 kJ/mol
spin multiplicity: 1
total energy: -1091.06131 hartree
charge: 0